Record 1
ORCA calculation (ωB97M-V/def2-TZVPD) on a gas-phase ion, C5H14NO4S (charge +1).

Geometry as XYZ:
```
25
Properties=species:S:1:pos:R:3:forces:R:3:lowdin_charge:R:1
H -0.065 -3.626 0.701 -0.009 0.504 0.639 0.180
H 0.205 -2.724 2.187 -0.391 -0.203 -0.316 0.114
H 1.558 -3.281 1.217 -2.946 0.600 0.337 0.240
C 0.640 -1.596 0.510 -6.856 -0.751 -1.869 -0.494
S -1.664 -1.040 2.327 1.019 0.019 -0.912 0.840
H 1.885 -0.192 0.580 -0.945 -2.062 1.678 0.189
C -0.602 2.160 -1.701 -2.151 -1.335 0.624 -0.216
H 0.759 1.596 1.150 -2.522 -0.493 0.195 0.157
O -0.241 1.413 1.310 2.259 0.653 -0.989 -0.069
N 0.492 -2.921 1.212 3.903 -1.576 -1.098 0.191
O 0.315 2.768 -2.529 0.989 -0.173 0.467 -0.001
O 1.522 -0.993 1.193 5.315 4.572 0.155 0.028
H -0.121 3.255 -3.216 -0.249 0.400 -0.469 0.106
H -0.777 -0.090 2.609 -0.031 0.449 1.165 -0.105
C -0.107 0.854 -1.100 2.585 -1.997 0.866 -0.251
H 1.684 1.569 -1.369 0.426 -0.693 0.529 0.122
C -0.771 0.652 0.238 -2.386 -1.130 1.281 -0.386
H -1.555 -1.418 -0.061 1.074 0.880 1.019 0.130
H -0.918 2.706 -0.760 0.395 0.394 -1.355 0.148
H -1.534 1.833 -2.265 0.809 0.668 0.695 0.164
C -0.857 -0.879 0.692 -0.325 -1.126 -2.717 -0.513
O 1.372 0.822 -0.804 -0.696 2.001 -0.777 -0.079
H 0.745 -1.704 -0.613 0.446 -0.355 1.239 0.173
H -0.089 -0.125 -1.630 -1.311 1.092 -0.638 0.153
H -1.879 0.963 0.121 1.599 -0.338 0.250 0.179
```
Forces are in eV/Å.

Net charge: +1
Highest occupied orbital energy in eV: -12.9
SMILES: [NH3+][C@H](O)[C@@H](S)[C@@H](O)[C@H](O)CO
HOMO-LUMO gap in eV: 9.68

Record 2
ORCA calculation (ωB97M-V/def2-TZVPD) on 2 unconnected molecules or ions with the total composition C5H14NOS.

Geometry as XYZ:
```
22
Properties=species:S:1:pos:R:3:forces:R:3:lowdin_charge:R:1
C 0.387 0.928 -1.056 0.895 1.459 2.508 -0.328
N -1.016 1.184 1.093 0.238 0.426 0.672 -0.119
H -1.794 -1.464 1.637 0.218 -0.045 0.791 0.072
H 0.987 0.602 1.021 0.651 0.896 0.193 0.091
H -0.867 -1.417 3.275 -0.089 -0.857 -0.141 0.051
C 0.367 1.342 0.505 -2.743 -1.046 -1.636 -0.200
H -1.416 -0.261 -1.189 -0.035 0.041 0.376 0.013
O 2.994 -1.438 -3.330 -0.786 0.056 0.042 -0.157
C -0.964 -1.066 2.253 -0.141 1.673 -0.841 -0.102
C -1.075 0.496 2.400 1.381 -0.782 -2.188 -0.285
C -0.348 -0.350 -1.379 -0.011 0.472 -1.824 -0.731
S -0.276 -0.487 -3.230 0.220 -0.576 0.010 0.177
H 2.148 -0.927 -3.382 0.223 0.393 -0.067 -0.079
H -0.055 -1.211 1.635 -0.332 -0.318 0.635 0.057
H -1.677 0.813 0.437 -0.056 -0.290 -0.263 0.060
H -1.930 0.830 2.980 0.090 0.014 0.252 0.088
H 0.007 -1.271 -0.897 0.239 0.443 0.082 0.047
H 1.459 0.960 -1.301 -0.085 -0.898 -0.063 0.087
H 2.553 -2.281 -3.180 0.348 -0.390 0.036 0.001
H 0.110 1.837 -1.611 -0.939 -0.676 -0.108 0.079
H 0.494 2.428 0.521 1.283 -0.377 0.580 0.091
H -0.087 0.753 2.798 -0.569 0.382 0.951 0.090
```
Forces are in eV/Å.

Net charge: -1
Highest occupied orbital energy in eV: -2.8
HOMO-LUMO gap in eV: 6.28

Record 3
ORCA calculation (ωB97M-V/def2-TZVPD) on 2 unconnected molecules or ions with the total composition C5H14NP.

Geometry as XYZ:
```
21
Properties=species:S:1:pos:R:3:forces:R:3:lowdin_charge:R:1
C -0.797 0.920 0.898 -0.647 0.668 1.723 -0.165
C -2.296 -0.965 1.427 -4.215 3.085 -1.808 -0.107
H 1.006 1.878 1.445 -1.274 1.040 -0.382 0.092
H -1.958 -1.325 0.530 1.011 -1.598 -1.881 0.049
H -0.444 0.525 -0.025 -0.342 -0.667 -0.590 0.046
H -0.494 2.487 2.227 0.193 0.693 0.038 0.058
H 0.409 0.123 -3.826 -0.719 0.298 -1.255 -0.065
C 1.832 -0.511 -0.590 2.942 -2.143 -0.647 -0.269
H 0.917 -2.051 -2.153 -0.304 -0.611 -0.428 -0.024
H -0.151 2.992 0.519 0.075 0.433 -0.358 0.058
H 1.771 0.497 -0.487 0.296 3.247 0.318 -0.028
P 1.513 -0.808 -2.353 -0.210 -0.868 2.287 0.603
H -2.255 -1.488 2.255 0.639 -3.699 3.675 0.018
C -0.076 2.223 1.259 0.684 -2.631 1.162 -0.094
N 0.571 0.330 -2.868 0.971 0.059 0.176 -0.282
H 2.713 -1.356 -2.821 0.415 0.567 -0.715 -0.026
H -2.040 0.852 2.561 -0.017 0.312 0.915 0.092
H 0.921 -0.825 -0.160 -0.431 -1.105 1.171 -0.009
H -3.452 -0.839 1.312 1.702 0.010 -0.035 0.125
H 2.878 -0.870 -0.146 -2.660 0.370 -0.925 0.109
C -1.681 0.300 1.727 1.891 2.541 -2.439 -0.181
```
Forces are in eV/Å.

Highest occupied orbital energy in eV: -8.8
SMILES: C[PH2]=N.C/C=C/C
HOMO-LUMO gap in eV: 9.81

Record 4
ORCA calculation (ωB97M-V/def2-TZVPD) on a single C5H14NP molecule.

Geometry as XYZ:
```
21
Properties=species:S:1:pos:R:3:forces:R:3:lowdin_charge:R:1
H 0.935 -0.180 -2.822 0.182 -0.594 -0.355 -0.013
H 2.753 0.193 1.257 0.231 -0.710 0.014 0.078
H -0.271 -0.356 2.346 0.167 -1.217 -0.079 0.049
C 2.127 -0.416 0.579 1.134 2.749 0.289 -0.163
C 0.360 -0.831 -2.181 -0.255 4.294 1.446 -0.278
P -0.231 -0.090 -0.792 -1.841 0.476 0.814 0.845
H 0.982 0.881 2.557 -0.255 0.327 0.640 0.066
H 2.166 -1.432 0.878 -0.912 -1.130 0.700 0.056
N 0.897 0.433 0.592 -1.562 -2.886 -2.194 -0.350
H -0.531 2.308 -1.381 0.050 0.573 0.301 0.032
H 2.697 -0.415 -0.358 -0.736 0.401 -0.165 0.066
H -0.685 1.244 1.705 2.109 -1.267 0.904 0.116
H -2.497 -1.148 -0.694 -1.703 0.990 -1.236 0.027
H -1.872 -1.034 0.867 -0.585 0.345 3.157 -0.011
C 0.224 0.481 1.898 -1.539 3.086 -1.649 -0.169
H -1.386 -2.167 -0.316 1.771 -4.700 -0.275 -0.020
H 0.253 -1.827 -2.143 0.191 -3.418 -0.493 -0.077
H -1.968 1.673 -0.436 -0.419 0.587 0.882 0.014
C -1.231 1.517 -1.181 2.194 -2.009 0.476 -0.167
C -1.657 -1.249 -0.096 2.399 4.420 -2.071 -0.115
H -1.712 1.258 -2.082 -0.620 -0.317 -1.105 0.015
```
Forces are in eV/Å.

Highest occupied orbital energy in eV: -7.3
SMILES: C=P(C)(C)N(C)C
HOMO-LUMO gap in eV: 8.17

Record 5
ORCA calculation (ωB97M-V/def2-TZVPD) on a single C5H14NP molecule.

Geometry as XYZ:
```
21
Properties=species:S:1:pos:R:3:forces:R:3:lowdin_charge:R:1
H -0.795 0.824 -0.932 -0.740 -0.636 0.023 0.120
H 2.006 -1.802 -0.554 -0.631 -0.293 -0.165 -0.148
C -1.017 -1.419 -0.964 -0.311 0.486 -1.250 -0.100
H 3.022 -0.812 1.120 -0.066 1.097 -0.027 -0.084
C -2.371 0.150 0.522 1.673 1.256 0.129 -0.078
H 2.102 1.985 0.819 0.312 0.682 0.392 0.077
H 0.184 -1.011 1.155 0.846 1.160 -0.015 0.126
C 1.640 1.750 -0.123 -1.792 0.928 -1.028 -0.183
P 2.707 -0.620 -0.301 2.324 -2.008 -0.808 0.659
H 0.044 0.781 1.547 0.263 -0.325 -0.466 0.127
H -3.087 0.610 -0.178 -0.298 -0.977 0.412 0.075
N 1.317 0.352 -0.101 0.602 0.281 1.807 -0.457
H -1.647 -1.307 -1.964 1.015 -0.647 2.228 0.110
C 0.185 0.039 0.738 -2.063 -1.718 -0.749 -0.254
H -1.400 -2.237 -0.246 0.364 1.271 -1.307 0.094
H 0.024 -1.713 -1.285 -1.066 0.337 0.292 0.033
H -2.225 0.951 1.319 -0.290 -1.150 -0.672 0.084
H 0.682 2.291 -0.303 0.467 -0.058 0.774 0.098
H 2.200 2.058 -1.000 0.655 -0.442 0.218 0.059
C -1.015 -0.018 -0.240 -0.534 -0.250 0.479 -0.435
H -2.554 -0.852 0.971 -0.729 1.003 -0.267 0.079
```
Forces are in eV/Å.

Highest occupied orbital energy (alpha / beta) in eV: -3.7 / -8.8
Spin multiplicity: 3
HOMO-LUMO gap (alpha / beta) in eV: 4.58 / 6.10

Record 6
ORCA calculation (ωB97M-V/def2-TZVPD) on 2 unconnected molecules or ions with the total composition C5H14NS.

Geometry as XYZ:
```
21
Properties=species:S:1:pos:R:3:forces:R:3:lowdin_charge:R:1
N 1.138 2.293 -0.803 0.025 0.223 -0.093 -0.049
H 1.992 1.223 -2.443 -0.729 -0.250 0.956 0.112
H -0.677 0.374 -1.158 0.100 0.538 -0.272 0.037
H -0.777 -2.263 1.919 -0.212 0.061 -0.082 0.026
H 1.739 0.291 -0.894 0.349 -0.179 -0.249 0.027
C -0.783 -1.203 2.214 -0.569 -0.786 -0.215 -0.841
H 2.053 2.608 -0.442 -0.595 -0.408 -0.422 0.054
H -0.351 -1.221 3.199 -0.158 0.190 0.831 0.008
C 0.097 -1.072 -2.367 1.097 -0.715 -0.705 -0.168
C 1.295 1.034 -1.560 0.960 -0.156 -0.608 -0.382
H 0.845 -1.235 -3.193 -0.795 -0.124 0.428 0.070
C -2.227 -0.684 2.195 0.296 -0.092 -0.960 -0.233
C -0.011 0.391 -2.037 -0.976 1.212 0.476 -0.355
H -2.267 0.316 2.618 -0.081 0.153 0.092 0.042
H 0.493 -1.583 -1.476 -0.175 0.119 -0.218 0.035
H 0.614 2.046 0.038 -0.045 -0.027 -0.048 -0.019
H -0.883 -1.538 -2.601 0.570 0.346 -0.115 0.067
H -0.482 1.008 -2.837 0.242 -0.427 0.331 0.101
H -2.573 -0.605 1.129 0.302 -0.088 0.897 0.061
S 0.312 -0.308 1.148 0.645 0.504 -0.262 0.368
H -2.902 -1.350 2.727 -0.251 -0.094 0.237 0.037
```
Forces are in eV/Å.

Net charge: -1
Highest occupied orbital energy in eV: -2.5
HOMO-LUMO gap in eV: 6.66

Number 1: maximum force 7.15 eV/A. Number 2: maximum force 3.36 eV/A. Number 3: maximum force 5.53 eV/A. Number 4: maximum force 5.44 eV/A. Number 5: maximum force 3.18 eV/A. Number 6: maximum force 1.63 eV/A.